{
  "formula": "C6H12O",
  "method": "ωB97M-V/def2-TZVPD",
  "smiles": "C[C@H]1CO[C@@H](C)C1",
  "homo_lumo_gap_ev": 10.770,
  "largest_force_ev_per_a": 3.0,
  "total_charge": 0,
  "e_tot_ha": -310.99914,
  "relative_energy_kcal_mol": 37.7,
  "symbols": ["C", "C", "C", "O", "C", "C", "C", "H", "H", "H", "H", "H", "H", "H", "H", "H", "H", "H", "H"],
  "xyz": [[1.711, 0.838, -1.152], [0.812, 0.989, 0.081], [-0.639, 1.305, -0.228], [-1.391, 0.709, 0.804], [-0.878, -0.611, 0.994], [-1.488, -1.571, -0.028], [0.645, -0.466, 0.882], [1.255, 0.882, -2.152], [1.751, -0.185, -0.804], [2.703, 1.309, -1.151], [1.249, 1.670, 0.812], [-0.862, 2.374, -0.268], [-0.913, 0.887, -1.211], [-1.205, -0.908, 1.996], [-2.572, -1.422, -0.050], [-1.287, -2.620, 0.221], [-1.096, -1.392, -1.036], [1.079, -1.391, 0.427], [1.126, -0.398, 1.863]],
  "forces_ev_per_angstrom": [[0.06, -1.07, 0.43], [-0.38, -0.77, 0.94], [0.05, 0.13, -0.07], [-0.43, 0.09, 0.06], [-0.09, -0.03, 0.12], [-0.01, 0.02, -0.08], [-0.09, 0.86, -0.08], [-0.09, 0.23, 0.55], [1.83, -0.77, -2.20], [-0.49, -0.03, 0.21], [-0.27, 0.14, -0.03], [0.01, -0.10, 0.18], [0.06, 0.01, 0.16], [0.09, 0.04, -0.10], [0.12, -0.07, 0.00], [0.04, 0.20, 0.04], [-0.04, -0.01, 0.13], [-0.15, 0.97, -0.18], [-0.21, 0.16, -0.08]]
}